C43H56BN10O3SSeSi3Zr as an isolated structure. Source: the OMol25 dataset; level of theory: ωB97M-V/def2-TZVPD.

Last column: Mulliken charge in e.
Geometry (Å):
Zr  -0.0295  0.2322  0.4782  -2.0334
C  -2.0019  3.3819  3.5601  -1.6129
C  -1.2754  2.9097  2.4655  -0.8535
N  -1.1224  1.5974  2.5133  1.1275
N  -1.7066  1.1908  3.6599  -0.0301
C  -2.2460  2.2433  4.2975  -0.4186
B  -1.4791  -0.1915  4.2988  -0.5547
N  -2.4400  -1.2835  3.8351  -0.2469
C  -3.5137  -1.7119  4.5286  -0.1899
C  -4.2227  -2.5785  3.7291  -1.5599
C  -3.4847  -2.6088  2.5367  0.0464
N  -2.4119  -1.8330  2.6103  0.3257
N  0.0061  -0.5101  4.0709  -0.6886
C  0.9040  -0.6515  5.0547  -0.1707
C  2.1611  -0.7710  4.4978  -1.5277
C  1.9219  -0.6829  3.1300  -1.0204
N  0.6270  -0.5334  2.8698  2.1010
H  -2.2646  4.3970  3.7967  0.4934
H  -0.8249  3.4456  1.6529  0.9057
H  -2.7229  2.1015  5.2517  0.4317
H  -1.6527  -0.0740  5.4860  -0.2499
H  -3.6913  -1.3548  5.5279  0.4957
H  -5.1352  -3.0976  3.9623  0.4395
H  -3.7009  -3.1440  1.6286  0.4404
H  0.5738  -0.6482  6.0781  0.4671
H  3.1042  -0.8835  4.9999  0.4753
H  2.6251  -0.7109  2.3197  0.5395
C  1.4788  0.5319  -4.4472  -1.2693
Si  0.9306  -0.3582  -2.8783  1.3446
C  1.3508  -2.1459  -3.4347  -1.7219
C  -0.9681  -0.3544  -2.9561  -1.5692
C  1.7472  0.1392  -1.2039  2.4119
Si  2.7867  1.8009  -1.2840  1.6783
C  3.7959  1.9776  -2.8844  -1.5710
C  2.0617  3.5346  -1.1477  -0.8493
C  4.2189  1.8636  -0.0246  -1.8525
Si  3.0812  -1.1443  -0.8855  -0.2807
C  4.5262  -1.0534  0.3584  -2.0966
C  4.0980  -1.7219  -2.3860  -1.5820
C  2.2010  -2.5736  -0.0172  -0.5353
C  2.6620  -3.8931  0.0088  -0.5165
C  2.0733  -4.8133  0.8523  -1.0994
C  1.0295  -4.3892  1.6586  -0.9266
C  0.6286  -3.0668  1.5952  -0.0142
N  1.2018  -2.1716  0.7826  2.2301
H  0.8928  0.0379  -5.2301  0.4117
H  2.5311  0.3789  -4.6819  0.3700
H  1.2514  1.5910  -4.4713  0.1614
H  2.1879  -2.1415  -4.1309  0.5283
H  0.4805  -2.4977  -3.9939  0.5970
H  1.5664  -2.8844  -2.6694  0.1847
H  -1.3286  -1.3711  -3.1223  0.4848
H  -1.2309  0.2559  -3.8210  0.6349
H  -1.5514  0.0537  -2.1346  0.0716
H  3.2191  2.3453  -3.7279  0.3913
H  4.3235  1.0768  -3.1925  0.2755
H  4.5534  2.7325  -2.6516  0.4648
H  1.7411  3.8900  -2.1231  0.1991
H  2.8976  4.1570  -0.8162  0.6916
H  1.2591  3.6869  -0.4382  -0.1432
H  5.1394  1.4710  -0.4548  0.4691
H  4.0546  1.3996  0.9408  0.2442
H  4.3900  2.9251  0.1632  0.4938
H  5.3713  -0.4687  0.0082  0.5132
H  4.8438  -2.1035  0.3706  0.4790
H  4.3257  -0.7701  1.3863  0.5122
H  5.1555  -1.6074  -2.1468  0.5237
H  3.8973  -1.1447  -3.2841  0.3371
H  3.9219  -2.7689  -2.6342  0.4209
H  3.4806  -4.1799  -0.6390  0.4513
H  2.4097  -5.8425  0.8775  0.4157
H  0.5150  -5.0682  2.3245  0.5055
H  -0.1966  -2.7033  2.1932  -0.1981
C  -0.6790  -3.5658  -1.2064  -1.1867
N  -1.1208  -2.2967  -0.6191  1.3456
C  -2.3907  -2.1291  -0.6638  -1.2917
C  -3.0045  -0.9359  -0.2369  -0.6711
C  -4.3573  -0.6491  -0.2324  -0.1887
C  -4.4722  0.6525  0.2770  -2.1322
C  -3.1866  1.0764  0.5369  -0.4429
N  -2.2591  0.1212  0.2434  2.0355
C  -1.4553  -4.8098  -0.8318  0.4966
C  -1.8906  -5.0427  0.4689  0.1339
C  -2.5477  -6.2161  0.7978  -1.4653
C  -2.7740  -7.1871  -0.1691  -0.5201
C  -2.3439  -6.9677  -1.4675  -0.7381
C  -1.6948  -5.7842  -1.7940  -0.5218
H  0.3589  -3.7375  -0.9352  -0.2295
H  -0.6923  -3.4700  -2.2940  0.6447
H  -3.0591  -2.9065  -1.0494  0.3228
H  -5.1406  -1.3165  -0.5565  0.5467
H  -5.3671  1.2343  0.4183  0.4744
H  -2.8876  2.0406  0.9028  0.3897
H  -1.7203  -4.2911  1.2266  0.8114
H  -2.8857  -6.3706  1.8145  0.4534
H  -3.2886  -8.1040  0.0878  0.4027
H  -2.5214  -7.7118  -2.2334  0.3954
H  -1.3729  -5.6106  -2.8143  0.4471
Se  2.3231  3.9482  2.8944  -0.1457
C  1.7897  2.5452  1.9548  -0.3020
N  1.4513  1.6144  1.3349  0.7043
C  -0.9299  8.8022  -1.5376  -1.5061
C  -0.9679  7.2992  -1.5523  1.1088
C  -0.5873  6.5794  -2.6776  -0.9613
C  -0.5953  5.1930  -2.6790  -0.8813
C  -0.9868  4.5037  -1.5409  0.0878
C  -1.3966  5.2052  -0.4207  -0.3340
C  -1.3757  6.5908  -0.4270  -1.0311
S  -1.0653  2.7315  -1.6890  1.5905
O  -2.4444  2.4380  -1.9627  -0.7129
O  -0.1033  2.3599  -2.6970  -0.6838
O  -0.6356  2.1765  -0.3286  0.5017
H  -0.7974  9.2040  -2.5416  0.3443
H  -0.1048  9.1637  -0.9206  0.3103
H  -1.8515  9.2135  -1.1252  0.3639
H  -0.2692  7.1102  -3.5675  0.2939
H  -0.2739  4.6419  -3.5517  0.4440
H  -1.7470  4.6875  0.4549  0.4943
H  -1.6813  7.1278  0.4628  0.3996

Output
HOMO ... -5.08 eV
M ... 1058.3 Da
Charge ... -1
Orbital gap ... 7.4 eV

A 8-piece molecular cluster, C48H107N5O8 overall. Source: the OMol25 dataset; level of theory: ωB97M-V/def2-TZVPD.

Last column: Mulliken charge in e.
Geometry (Å):
C  -2.9420  3.2232  -2.7166  -1.7821
C  -2.1953  2.8456  -4.0239  1.3148
C  -2.2696  4.0397  -5.0343  -1.4595
C  -0.7629  2.4655  -3.6718  -0.2061
C  -0.0994  1.5286  -4.6945  -1.2386
C  -1.0531  0.3386  -4.9928  -0.7458
C  -2.4322  0.7742  -5.6103  1.8359
C  -2.2894  1.3436  -6.9995  -1.8911
C  -3.1880  -0.5361  -5.6912  -1.4710
N  -2.9585  1.6662  -4.5650  0.9186
O  -4.3077  2.0256  -4.9670  -0.6515
H  -4.0260  3.3735  -2.8885  0.4098
H  -2.8276  2.4311  -1.9941  0.0656
H  -2.5478  4.1686  -2.3440  0.4418
H  -3.2805  4.4263  -5.1439  0.4064
H  -1.6353  4.8888  -4.7315  0.4047
H  -1.9050  3.6729  -6.0390  0.1763
H  -0.1185  3.3356  -3.6030  0.6525
H  -0.8091  1.8680  -2.7805  -0.6360
H  0.2835  2.0182  -5.6010  0.4382
H  0.7688  1.0246  -4.2785  0.5318
H  -1.2858  -0.2050  -4.0474  -0.4186
H  -0.5572  -0.4319  -5.6351  0.6408
H  -1.9031  0.5025  -7.5831  0.4009
H  -1.6381  2.1926  -7.1071  0.4170
H  -3.2375  1.6629  -7.4255  0.3986
H  -3.5464  -0.8032  -4.6587  -0.1018
H  -2.5184  -1.3586  -5.9935  0.3433
H  -4.0985  -0.5741  -6.3049  0.5126
H  -4.3211  2.6488  -5.6870  0.3099
C  0.7784  -4.6584  -2.9252  -1.8158
C  1.9452  -3.7561  -3.4294  2.3042
C  2.2484  -4.1265  -4.8641  -2.1743
C  1.5647  -2.2596  -3.3560  -1.4871
C  1.3800  -1.7304  -1.9623  1.1269
C  2.7784  -1.8919  -1.2462  -0.6879
C  3.2674  -3.3560  -1.3033  2.0387
C  4.7277  -3.3651  -0.9594  -1.9321
C  2.4867  -4.2338  -0.3437  -1.6808
N  3.2547  -3.8505  -2.7037  0.1665
O  3.8372  -5.1605  -2.8829  -0.4710
H  -0.0358  -4.5245  -3.6218  0.4035
H  1.0046  -5.7264  -3.0198  0.4192
H  0.4681  -4.6098  -1.9130  0.4097
H  2.2593  -5.1966  -5.1034  0.3549
H  1.4953  -3.6494  -5.4859  0.4006
H  3.2352  -3.7584  -5.2244  0.4541
H  2.4190  -1.7212  -3.7794  0.4367
H  0.6970  -2.1287  -3.9898  -0.0372
H  1.0403  -0.6742  -1.9640  0.1835
H  0.6054  -2.3426  -1.4506  -0.8189
H  2.7351  -1.6001  -0.1814  -0.7235
H  3.4808  -1.2753  -1.8037  0.7416
H  4.9488  -2.7421  -0.0825  0.2046
H  5.3281  -2.9436  -1.7555  0.5384
H  5.2002  -4.3589  -0.8102  0.3918
H  1.3976  -4.0571  -0.2825  0.0207
H  2.8428  -4.1187  0.6703  0.4274
H  2.5510  -5.2572  -0.5961  0.4377
H  4.6489  -4.9445  -3.3723  0.3377
C  1.4579  0.4889  3.8126  -1.0175
C  2.6372  -0.3480  3.3764  1.9520
C  2.1279  -1.7935  3.1791  -1.4146
C  3.2528  0.1818  2.0808  0.0722
C  4.6344  -0.4953  1.7986  -0.2103
C  5.6048  -0.0048  2.9145  -1.5091
C  5.1286  -0.5368  4.2795  1.2592
C  5.3668  -2.0746  4.3925  -1.5292
C  5.8997  0.1453  5.4138  -1.8625
N  3.6665  -0.2088  4.4467  1.1362
O  3.2366  -0.6290  5.6613  -0.6428
H  0.9005  0.0312  4.6320  0.6550
H  1.7740  1.5162  4.0643  -0.5757
H  0.7352  0.5474  2.9935  -0.1968
H  1.5209  -1.8975  2.2676  0.1176
H  2.8701  -2.5893  3.1013  0.0665
H  1.4738  -1.9802  4.0341  0.4292
H  2.5894  -0.0022  1.2497  -0.1217
H  3.4812  1.2415  2.2229  -0.2725
H  4.6184  -1.5862  1.7330  -0.2249
H  5.0065  -0.2318  0.8114  0.6044
H  5.6408  1.0940  2.9745  0.2169
H  6.6407  -0.2861  2.6969  0.4698
H  6.4166  -2.3308  4.1299  0.3902
H  4.7069  -2.6464  3.6963  0.2206
H  5.1950  -2.3911  5.3934  0.3796
H  5.4246  -0.3080  6.3178  0.4168
H  5.7143  1.1884  5.3574  0.2748
H  6.9667  -0.0699  5.3817  0.4033
H  2.9458  0.1046  6.2224  0.3651
C  -6.2886  -2.8256  -4.1513  -1.8385
C  -5.2952  -3.2084  -3.0191  1.4803
C  -6.0630  -4.1073  -2.0752  -1.9329
C  -4.0772  -3.9454  -3.6477  -1.0873
C  -2.9292  -4.1284  -2.6321  -0.5988
C  -2.4501  -2.7905  -2.1553  -0.3190
C  -3.6144  -1.9752  -1.5079  2.7082
C  -3.8830  -2.6642  -0.1594  -1.6157
C  -3.2740  -0.4791  -1.3354  -1.2981
N  -4.7886  -1.9832  -2.4601  0.9920
O  -5.8957  -1.2958  -1.8447  -0.6210
H  -5.9395  -1.9406  -4.7082  0.2463
H  -7.2899  -2.6046  -3.7536  0.3715
H  -6.4196  -3.5978  -4.9109  0.3888
H  -5.4294  -4.6070  -1.3549  0.3300
H  -6.5396  -4.9690  -2.5926  0.4170
H  -6.8380  -3.5506  -1.5691  0.4287
H  -4.3846  -4.9560  -4.0083  0.4915
H  -3.7331  -3.3059  -4.4847  0.1302
H  -2.1037  -4.6819  -3.1080  0.1516
H  -3.2300  -4.7954  -1.8160  0.4648
H  -2.2026  -2.2507  -3.0652  -0.2523
H  -1.5550  -2.7739  -1.4870  0.0793
H  -4.8552  -2.3745  0.2107  0.5598
H  -3.9828  -3.7523  -0.2565  0.3823
H  -3.0784  -2.3579  0.5301  -0.1584
H  -3.5627  0.0454  -2.2729  -0.1823
H  -3.9289  -0.0963  -0.5563  -0.0050
H  -2.2415  -0.2511  -1.0929  -0.3408
H  -5.8577  -0.4488  -2.2816  0.2931
C  -0.4440  5.3032  5.7226  -1.8970
C  0.1676  4.0000  5.1911  1.5696
C  -0.6604  2.8769  5.6556  -1.5341
C  0.1166  4.0974  3.6603  -0.1467
C  1.1531  5.0916  3.1194  -1.1649
C  2.5660  4.6130  3.5687  -0.6698
C  2.7349  4.4366  5.0827  2.0392
C  3.8910  3.4827  5.2846  -1.9603
C  2.9566  5.7978  5.7554  -1.7038
N  1.5591  3.7091  5.5953  0.8450
O  1.5721  3.5803  7.0026  -0.6244
H  0.1248  6.2243  5.6038  0.3327
H  -1.3917  5.4351  5.1954  0.3941
H  -0.6736  5.0849  6.7776  0.4885
H  -1.6689  2.9625  5.3157  0.4399
H  -0.2423  1.9278  5.2561  -0.0731
H  -0.6652  2.7723  6.7251  0.4692
H  0.3174  3.1152  3.1594  -0.6781
H  -0.8812  4.3730  3.2407  0.4734
H  1.1044  5.1362  2.0147  0.4761
H  0.8703  6.0891  3.4320  0.4688
H  3.3293  5.3149  3.2522  0.6441
H  2.6854  3.6713  3.0801  -0.2779
H  4.6915  3.6840  4.5428  0.3216
H  3.5469  2.4823  5.1014  0.1534
H  4.3331  3.4784  6.2724  0.3899
H  2.0596  6.4101  5.6608  0.2693
H  3.8033  6.3748  5.3403  0.3670
H  3.1447  5.6598  6.8335  0.4656
H  1.4523  4.4877  7.3851  0.3572
C  -1.5156  -2.0584  2.5630  -0.7787
O  -1.0440  -1.3922  1.4042  0.0622
H  -0.8337  -1.9866  3.4279  0.1290
H  -2.5057  -1.7859  2.9020  0.2635
H  -1.5082  -3.1112  2.2461  0.3158
H  -0.9911  -0.4379  1.5953  0.0897
C  -4.7191  2.4683  0.5755  -0.3265
O  -3.3243  2.8330  0.8330  -0.2893
H  -4.6489  1.4584  0.1518  0.1871
H  -5.2278  2.4044  1.5706  0.3354
H  -5.1432  3.1641  -0.1292  0.2628
H  -3.4745  3.6575  1.3064  0.1661
C  -0.2717  1.8495  0.6732  -0.1154
O  -1.0267  1.5648  1.8299  -0.7204
H  -0.3078  2.9066  0.5187  0.4830
H  0.7473  1.5384  0.8308  0.2256
H  -0.6731  1.3184  -0.2230  -0.4614
H  -1.8769  1.9413  1.5818  0.4329

Output
Energy relative to the best compared isomer or geometry (same formula, charge and spin) ... 25.4 kcal per mole
HOMO ... -7.78 eV
M ... 882.4 Da
Orbital gap ... 8.0 eV
SMILES string ... CC1(C)CCCC(C)(C)N1O.CC1(C)CCCC(C)(C)N1O.CC1(C)CCCC(C)(C)N1O.CC1(C)CCCC(C)(C)N1O.CC1(C)CCCC(C)(C)N1O.CO.CO.CO